DFT (ωB97M-V with the def2-TZVPD basis set) results for a structure of composition C23H35N3O5ReS in a non-equilibrium geometry.

```
! wB97M-V def2-TZVPD RIJCOSX def2/J DEFGRID3
* xyz 2 2
Re 0.4201 -0.7138 0.2477
C 0.9640 3.5323 -1.9076
C 0.7185 2.6054 -0.7485
C -0.5569 2.3744 -0.2619
C -1.7376 3.0219 -0.9248
C -0.7616 1.5727 0.9071
C -2.1639 1.4635 1.4448
C 0.3516 1.1831 1.6867
C 0.2582 0.9240 3.1705
C 1.6345 1.2694 1.1002
C 2.8492 0.9324 1.9314
C 1.7912 1.9140 -0.1632
C 3.1232 1.8949 -0.8355
H 0.9525 3.0022 -2.8646
H 1.9335 4.0177 -1.8207
H 0.2161 4.3196 -1.9518
H -2.6599 2.4650 -0.7875
H -1.5677 3.1598 -1.9903
H -1.9126 4.0139 -0.4971
H -2.5413 2.4567 1.6989
H -2.2286 0.8575 2.3420
H -2.8438 1.0321 0.7119
H 1.0064 0.2125 3.5081
H -0.7212 0.5836 3.4920
H 0.4553 1.8687 3.6844
H 2.8782 -0.1178 2.2232
H 2.8295 1.5254 2.8472
H 3.7735 1.1590 1.4140
H 3.7683 2.6794 -0.4266
H 3.0332 2.0661 -1.9050
H 3.6319 0.9446 -0.6789
N 0.6133 -2.7247 -0.6068
C 1.8406 -2.9054 -1.4183
C 2.8130 -1.8070 -1.0470
O 3.8904 -1.6458 -1.5168
O 2.2933 -0.9984 -0.0965
H 0.6312 -3.3661 0.1841
H -0.2044 -2.9813 -1.1567
H 1.6019 -2.8474 -2.4788
H 2.2988 -3.8755 -1.2320
C -0.2574 -3.3371 5.3125
N -0.6980 -2.7756 4.0245
C -1.9898 -2.7709 3.6590
C -2.4396 -2.2602 2.4666
C -1.4334 -1.7400 1.6577
O -1.5255 -1.2088 0.4455
N -0.1543 -1.7139 2.0272
C 0.3164 -2.2369 3.2071
O 1.4760 -2.2391 3.5314
H -1.1189 -3.7701 5.8112
H 0.1758 -2.5477 5.9215
H 0.4973 -4.0971 5.1314
H -2.6735 -3.2110 4.3733
H -3.4791 -2.2785 2.1849
O 0.1580 0.0375 -1.7189
S -0.6055 -0.8159 -2.7804
C -0.0768 -0.1190 -4.3528
C -1.3585 0.0474 -5.1613
C -2.3935 0.6334 -4.1998
C -2.2922 -0.1622 -2.8942
H 0.6738 -0.7682 -4.7983
H 0.3752 0.8393 -4.0871
H -1.6931 -0.9154 -5.5525
H -1.1742 0.6957 -6.0164
H -3.4005 0.5647 -4.6063
H -2.1848 1.6875 -4.0145
H -2.9590 -1.0233 -2.8642
H -2.4368 0.4171 -1.9846
*
```

Computed properties:
E_tot	-52079.83909	eV
HOMO level (alpha / beta)	-14.497 / -14.278	eV

=====

DFT (ωB97M-V with the def2-TZVPD basis set) results for a cluster of 2 separate species, C3H5NOS2 in total in a non-equilibrium geometry.

```
! wB97M-V def2-TZVPD RIJCOSX def2/J DEFGRID3
* xyz 0 1
C -0.2108 0.7802 -0.2304
C 3.0011 -1.0276 0.1578
C -0.8921 -0.4145 -0.8223
N -1.0262 -0.3407 0.6346
O 3.0281 -2.0740 -0.3047
S 3.0214 0.3016 0.8676
S -1.5375 2.0350 -0.2186
H -1.8210 -0.3709 -1.4333
H -0.1814 -1.1223 -1.0449
H -0.7829 3.1050 0.1491
H -1.8207 0.2200 1.0260
H -0.7781 -1.0918 1.2192
*
```

Computed properties:
E_tot	-28396.70619	eV
HOMO level	-8.128	eV